No. 1
The following is a quantum chemistry calculation of the molecule C21H31BrN4O2 close to a stationary point, from the Open Molecules 2025 dataset.

XYZ file:
```
59
Properties=species:S:1:pos:R:3:forces:R:3:mulliken_charge:R:1
C -2.529402 -2.113866 -5.644579 0.00 0.00 0.00 -1.3825
C -1.907462 -2.377179 -4.283611 0.00 0.00 0.00 -0.3900
N -2.763548 -3.167497 -3.418788 0.00 0.00 0.00 0.0810
C -2.998801 -4.529513 -3.878738 0.00 0.00 0.00 -0.6746
C -3.566492 -5.204832 -2.643234 0.00 0.00 0.00 -0.6897
C -2.680712 -4.638850 -1.530731 0.00 0.00 0.00 -0.6313
C -2.270347 -3.241124 -2.032736 -0.01 0.00 0.00 0.1220
C -2.891971 -2.073514 -1.265449 0.00 0.00 0.00 -1.1967
N -2.163065 -1.607154 -0.094309 0.01 0.01 -0.01 0.2668
C -2.268602 -0.205943 0.277308 -0.01 -0.01 0.00 -1.2064
C -1.617996 -0.137313 1.664261 0.00 0.01 0.00 0.9135
C -0.891383 1.175725 1.896731 0.00 -0.01 0.00 -0.1730
O -0.160139 1.658275 1.057041 0.00 0.00 0.00 -0.6448
N -1.095046 1.726197 3.130417 0.00 0.00 0.00 -0.2124
C -0.532319 2.937642 3.606827 0.00 0.00 0.00 0.2180
C -0.398939 4.050352 2.796963 0.00 0.00 0.00 -0.4657
C 0.094509 5.242207 3.308758 0.00 0.00 0.00 -0.7061
C 0.429591 5.291490 4.647269 0.00 0.00 0.00 -0.4055
Br 1.084158 6.911046 5.384122 0.00 0.00 0.00 -0.2171
C 0.317120 4.188163 5.475916 0.00 0.00 0.00 -0.3960
C -0.150683 2.981473 4.958849 0.00 0.00 0.01 0.7706
N -0.313681 1.833996 5.733003 0.00 0.00 -0.01 -0.2207
C 0.251091 1.736178 7.077001 0.00 0.00 0.00 0.1531
C 1.777310 1.681886 7.073617 0.00 0.00 0.00 -1.2856
C -0.340121 0.507412 7.751544 0.00 0.00 0.00 -1.5665
C -0.656249 -1.329672 1.654131 0.00 0.00 0.00 -0.9593
C -1.271289 -2.302600 0.659061 0.00 0.00 0.00 0.5077
O -0.985354 -3.478231 0.556971 0.00 0.00 0.00 -0.6505
H -1.891630 -1.452017 -6.231400 0.00 0.00 0.00 0.4368
H -2.658371 -3.035937 -6.212048 0.00 0.00 0.00 0.3173
H -3.507261 -1.644176 -5.530945 0.00 0.00 0.00 0.3215
H -0.926125 -2.869026 -4.409275 0.00 0.00 0.00 0.3657
H -1.713732 -1.422222 -3.787718 0.00 0.00 0.00 0.3218
H -3.679792 -4.542462 -4.729992 0.00 0.00 0.00 0.3945
H -2.058279 -5.020446 -4.187504 0.00 0.00 0.00 0.3382
H -4.606317 -4.899309 -2.510453 0.00 0.00 0.00 0.2934
H -3.535999 -6.292337 -2.699854 0.00 0.00 0.00 0.3806
H -3.176779 -4.593378 -0.563103 0.00 0.00 0.00 0.3015
H -1.791624 -5.252475 -1.395128 0.00 0.00 0.00 0.3188
H -1.177835 -3.140807 -2.005126 0.00 0.00 0.00 0.2079
H -2.953992 -1.222981 -1.948755 0.00 0.00 0.00 0.4590
H -3.922077 -2.331449 -0.993576 0.00 0.00 0.00 0.1177
H -1.729807 0.430796 -0.430293 0.00 0.00 0.00 0.4049
H -3.314959 0.106229 0.301440 0.00 0.00 0.00 0.3131
H -2.382810 -0.295991 2.428270 0.00 0.00 0.00 0.3916
H -1.753232 1.270392 3.743189 0.00 0.00 0.00 0.4401
H -0.679660 3.980219 1.756687 0.00 0.00 0.00 0.4395
H 0.203536 6.111933 2.678102 0.00 0.00 0.00 0.4125
H 0.609593 4.272205 6.511192 0.00 0.00 0.00 0.3423
H -0.160236 0.988949 5.197610 0.00 0.00 0.00 0.3821
H -0.082973 2.618429 7.627884 0.00 0.00 0.00 0.3448
H 2.166900 1.683069 8.092580 0.00 0.00 0.00 0.3750
H 2.115768 0.765006 6.584550 0.00 0.00 0.00 0.3099
H 2.211188 2.527697 6.541068 0.00 0.00 0.00 0.4148
H 0.042500 0.405199 8.766877 0.00 0.00 0.00 0.4058
H -1.427075 0.570186 7.790712 0.00 0.00 0.00 0.3814
H -0.066080 -0.397931 7.202585 0.00 0.00 0.00 0.3696
H 0.322917 -1.035766 1.268443 0.00 0.00 0.00 0.3683
H -0.520125 -1.807602 2.621505 0.00 0.00 0.00 0.3712
```
Positions in Å, forces in eV/Å.

molar mass = 451.409 g/mol
ΔE to the lowest compared entry with this formula, charge and spin = 0.1759 eV
HOMO = -8.25 eV
total energy = -3762.3823 hartree
gap between HOMO and LUMO = 8.7 eV

---

No. 2
The following is a quantum chemistry calculation of a cluster of 7 separate species, C21H31Cl4F12NO9 in total in a non-equilibrium geometry, from the Open Molecules 2025 dataset.

XYZ file:
```
78
Properties=species:S:1:pos:R:3:forces:R:3:mulliken_charge:R:1
C 0.937782 -1.178867 -2.706058 -1.08 0.12 -1.26 0.6123
O -0.285208 -0.974783 -2.657922 1.52 -0.62 0.44 -0.4555
N 1.595672 -2.350980 -2.603064 -0.44 1.06 0.20 0.2479
C 3.028238 -2.453119 -2.694175 -0.68 0.79 -2.70 -0.7695
C 0.887885 -3.496132 -2.223950 0.50 -2.73 1.57 -0.7761
H 1.611831 -0.405926 -3.055343 0.39 0.70 0.25 -0.2343
H 3.479980 -2.595073 -1.768068 0.83 -0.62 1.60 0.3463
H 3.393071 -1.523039 -3.121287 0.16 0.27 0.13 0.1156
H 3.282363 -3.201862 -3.463428 0.07 -0.11 0.66 0.3399
H 1.399792 -3.982570 -1.349495 0.03 0.18 -0.80 0.3544
H -0.040278 -3.265487 -1.758972 -1.06 0.39 -0.38 0.0874
H 0.816374 -4.278805 -3.010002 -0.14 0.60 0.28 0.2717
C -0.704945 2.090687 -2.994675 -0.10 0.01 0.09 0.6814
Cl 0.188585 3.544616 -3.563608 -0.29 -0.41 0.25 -0.1861
Cl -2.318030 1.989152 -3.777030 0.51 -0.07 0.18 -0.2036
H -0.125538 1.191809 -3.243995 -0.43 0.47 0.08 -0.2803
H -0.878794 2.166524 -1.910482 0.20 0.06 -0.59 -0.0600
C -1.007030 -0.032117 1.180756 1.54 -0.43 -0.58 0.9015
Cl -1.859808 1.490538 0.908260 0.11 0.05 0.28 -0.1998
Cl -1.488815 -0.938181 2.609354 -0.27 0.18 0.31 -0.2341
H -1.230747 -0.661184 0.326235 0.02 -0.03 -0.05 -0.4601
H 0.108498 0.114225 1.250106 -1.32 0.21 -0.02 -0.0246
C -5.262202 2.890043 4.412747 -1.07 -0.07 -0.07 -1.2072
C -4.019534 2.699414 3.632552 1.24 -0.30 -1.56 -0.0325
O -3.041559 3.771706 3.789931 -0.20 0.02 0.77 -0.2671
C -2.276492 3.627912 4.850287 0.52 -1.00 1.08 0.3849
O -2.283114 2.731956 5.680206 -0.21 1.39 -1.36 -0.5393
C -1.212833 4.748226 4.941872 -0.19 0.64 -0.92 0.8471
F -1.624305 5.912952 4.350459 0.09 -0.83 0.79 -0.2591
F -0.929221 4.955576 6.211007 0.08 0.43 0.30 -0.2362
F -0.088041 4.402518 4.307626 -0.04 -0.28 0.02 -0.2304
H -5.942726 3.652432 4.035708 0.25 0.17 -0.23 0.3351
H -5.004024 3.160377 5.414430 0.03 -0.04 0.81 0.3366
H -5.847420 1.957954 4.420114 0.33 0.18 0.11 0.3289
H -4.123561 2.738307 2.539469 -0.45 -0.41 0.39 0.2585
H -3.485705 1.786437 3.918056 -0.34 0.04 -0.15 0.2839
C -2.791564 -2.135572 -4.423277 0.35 -1.05 -0.99 -0.8956
C -3.503549 -1.907321 -3.150164 0.64 0.61 1.89 0.2918
O -3.753339 -3.184294 -2.505015 -1.93 0.48 -2.04 -0.3157
C -3.034305 -3.593002 -1.546481 1.83 -0.40 1.90 0.3406
O -2.127339 -3.061683 -0.946305 -0.60 -0.09 -0.42 -0.5861
C -3.519481 -4.989613 -1.166244 -0.31 -1.36 0.42 0.8746
F -2.576460 -5.707598 -0.519180 -0.61 0.71 -0.04 -0.2386
F -4.624915 -4.867167 -0.389951 0.68 -0.13 -0.07 -0.2597
F -3.874352 -5.724997 -2.230606 0.05 0.23 0.01 -0.2571
H -2.348434 -1.207923 -4.799777 0.07 -0.27 0.18 0.2249
H -3.419800 -2.575010 -5.210353 -0.05 0.23 0.21 0.3642
H -2.025420 -2.914221 -4.200582 -0.10 0.86 -0.34 0.1957
H -4.433098 -1.346442 -3.134385 -0.18 -0.26 -0.40 0.3396
H -2.832525 -1.426332 -2.443790 0.16 0.52 -0.18 -0.1310
C 4.685305 1.923968 -5.277414 -0.19 -0.45 0.18 -1.1345
C 3.231948 2.121907 -4.899802 -0.34 0.04 -0.04 -0.2265
O 2.965884 1.725645 -3.502955 -0.45 -1.54 -2.20 -0.1596
C 3.259740 2.628726 -2.664119 1.40 2.07 2.36 0.1368
O 3.804540 3.691909 -2.858763 -0.48 -0.73 -0.10 -0.5667
C 2.903407 2.217655 -1.199009 -0.38 0.69 -0.51 0.9503
F 3.709813 1.282689 -0.688846 0.10 0.06 -0.17 -0.2548
F 2.962454 3.318271 -0.476659 0.26 0.06 0.65 -0.2675
F 1.646134 1.763724 -1.122113 -0.24 -0.44 -0.06 -0.1612
H 4.874711 0.842822 -5.463205 0.25 0.80 0.39 0.2745
H 5.355620 2.402296 -4.548702 -0.16 -0.49 -0.17 0.3331
H 4.828632 2.453105 -6.208012 0.13 0.07 -0.42 0.3876
H 2.591763 1.430404 -5.478040 0.13 0.71 0.25 0.3176
H 2.943526 3.193325 -4.975840 -0.04 -0.92 -0.13 0.3377
C 1.169398 -3.188563 4.531492 0.73 -0.39 0.00 -0.7173
C 2.524878 -2.444928 4.637975 -0.43 -0.87 -0.78 -0.3022
O 2.453491 -1.038843 5.027449 0.14 -2.36 1.62 -0.2681
C 2.399042 -0.165035 4.105595 -0.69 -0.16 -4.04 0.3163
O 2.210480 -0.310090 2.890340 0.54 0.07 2.68 -0.5346
C 2.505048 1.192540 4.694551 -0.98 4.18 0.79 0.8915
F 3.200330 1.360532 5.845951 -0.13 -0.74 -1.23 -0.2452
F 2.993517 2.067168 3.767489 -0.28 -0.94 1.04 -0.2146
F 1.223578 1.629915 5.011863 1.20 -0.70 -0.57 -0.2497
H 1.331645 -4.195300 4.059453 0.10 1.02 0.16 0.3204
H 0.389784 -2.665109 3.964821 0.30 -0.03 0.30 0.0768
H 0.881254 -3.439027 5.548808 -0.59 0.28 0.03 0.3100
H 3.046531 -2.455479 3.683887 0.02 -0.06 -0.02 0.3210
H 3.121990 -2.988290 5.382294 -0.02 0.72 -0.07 0.3036
```
Positions in Å, forces in eV/Å.

molar mass = 811.265 g/mol
HOMO = -9.93 eV
total energy = -4589.8988 hartree
gap between HOMO and LUMO = 10.2 eV

---

No. 3
The following is a quantum chemistry calculation of a structure of composition C21H31Cl5HgP2 in a non-equilibrium geometry, from the Open Molecules 2025 dataset.

XYZ file:
```
60
Properties=species:S:1:pos:R:3:forces:R:3:mulliken_charge:R:1
P -2.936251 -0.972202 -3.521968 -0.53 -2.22 -3.38 0.6061
P -3.906094 -2.115274 -0.678104 -3.85 -2.82 -0.13 1.0553
C -4.369702 -2.196250 -3.313326 -0.13 0.50 0.01 -1.0965
C -5.128586 -1.741785 -2.097825 -0.21 -1.30 0.31 -1.1581
H -3.964391 -3.222042 -3.205410 -0.26 0.51 -0.06 0.3683
H -5.025312 -2.170805 -4.195987 0.46 -0.03 0.11 0.6903
H -5.355921 -0.633802 -2.152113 0.18 -1.20 0.30 0.3484
H -6.082734 -2.328120 -1.949668 0.92 0.74 -0.11 0.4273
C -2.980094 -3.716080 -0.820139 0.04 -0.15 -0.36 -1.0102
H -2.648672 -4.017018 0.189017 -0.10 0.49 -0.28 0.3703
H -2.079229 -3.675811 -1.463956 -0.54 0.29 0.36 0.1630
H -3.623141 -4.535115 -1.183266 -0.02 0.47 0.03 0.4550
C -5.345921 -2.519952 0.397740 0.36 0.04 0.79 -1.3594
H -5.877359 -3.383032 -0.024711 0.36 0.08 0.07 0.4366
H -6.055838 -1.686791 0.375359 0.30 0.01 0.04 0.3997
H -5.071943 -2.718318 1.430851 0.01 -0.03 0.09 0.3514
C -2.654736 -1.887139 -5.174018 0.77 -0.37 -0.63 -1.3005
H -2.081713 -1.308575 -5.904332 0.13 0.01 0.46 0.1085
H -3.617952 -2.074596 -5.673265 0.08 0.22 0.44 0.5942
H -2.170397 -2.862838 -5.105767 0.06 0.12 0.34 0.3553
C -3.889965 0.223808 -4.526271 -0.59 0.96 0.32 -1.6379
H -4.169108 1.114212 -3.964777 -0.05 0.18 -0.12 0.2662
H -4.795713 -0.285431 -4.860562 -0.01 0.22 -0.02 0.5162
H -3.327692 0.504501 -5.421853 0.01 0.10 0.35 0.4754
Hg -2.978490 -0.123213 -0.677770 2.96 3.25 2.07 0.6245
C 0.546101 -2.190993 -3.666033 -1.28 -0.61 0.12 0.4704
C 0.432034 -2.819498 -4.845262 0.39 -0.12 0.12 -0.6051
C 0.870984 -2.317175 -6.196217 0.10 0.13 -0.54 -0.7210
C 1.161047 -0.820299 -6.234842 0.26 0.78 -0.12 -0.8857
C -0.016898 0.113966 -6.066374 -0.35 -0.33 0.16 -0.3822
C -0.361413 0.703335 -4.919202 0.14 -0.16 0.19 -0.6048
C 0.273768 0.488642 -3.542042 -0.60 -0.12 -0.20 0.2391
C 1.055578 -0.828706 -3.269091 0.69 0.40 0.60 -1.2572
C -1.888724 1.584039 0.017312 -0.22 0.24 -0.07 -1.1061
H 0.153343 -2.738912 -2.779292 0.31 0.18 -0.76 0.0196
H 0.028633 -3.847469 -4.856493 0.21 0.56 0.17 0.4197
H 0.148657 -2.593572 -6.980731 -0.05 0.03 0.29 0.3209
H 1.814144 -2.784202 -6.534407 -0.32 -0.23 0.38 0.4354
H 1.883179 -0.638840 -5.429792 -0.08 0.21 -0.68 0.2515
H 1.636690 -0.546986 -7.196880 -0.04 -0.29 0.43 0.5017
H -0.670835 0.227695 -6.953394 0.46 0.15 0.50 0.4163
H -1.261825 1.335939 -4.899693 0.48 -0.14 -0.09 0.5434
H -0.585687 0.484013 -2.855181 0.26 0.16 0.00 -0.2814
H 0.901184 1.354419 -3.225707 -0.32 -0.56 -0.31 0.4255
H 2.073497 -0.692618 -3.654663 -0.10 -0.12 0.43 0.4747
H 1.111725 -0.907733 -2.163890 0.34 0.34 -0.55 0.3235
H -2.145033 2.621006 -0.197408 -0.34 -0.20 -0.36 0.4193
H -0.851385 1.435637 -0.291792 -0.07 -0.15 0.14 0.2975
H -1.990455 1.441486 1.098429 0.23 -0.03 -0.27 0.1706
Cl 0.187128 -2.535640 0.202523 0.18 -0.09 -0.40 -0.2402
C -0.440269 -2.055745 1.757541 0.15 -0.28 2.71 -0.5746
C -1.500039 -1.211499 1.873769 -1.24 0.51 -2.01 0.4196
C -2.023070 -0.793207 3.066412 2.04 -1.51 1.01 -0.4091
Cl -3.467599 0.144849 3.159366 -0.57 0.43 -0.05 -0.1913
C -1.384272 -1.209788 4.262385 -0.03 -0.21 -1.21 0.3770
Cl -1.885728 -0.651684 5.783098 -0.35 0.34 0.79 -0.2133
C -0.330086 -2.144127 4.192301 -0.36 0.39 -1.13 -0.0007
Cl 0.369661 -2.747223 5.620459 0.26 -0.20 0.56 -0.2065
C 0.142202 -2.598698 2.946759 -0.94 0.79 -0.81 0.3109
Cl 1.321288 -3.832353 2.880671 0.46 -0.33 -0.05 -0.2070
```
Positions in Å, forces in eV/Å.

molar mass = 723.282 g/mol
ΔE to the lowest compared entry with this formula, charge and spin = 0.1081 eV
HOMO = -7.00 eV
total energy = -3955.6729 hartree
gap between HOMO and LUMO = 6.8 eV